# 1
C5H11NO | ωB97M-V with the def2-TZVPD basis set

XYZ file:
```
18
Properties=species:S:1:pos:R:3:nbo_charge:R:1
O -0.84586 -0.13051 -2.49485 -0.9029
N -0.29519 1.89821 1.43946 -0.3717
C 1.28431 -1.25815 0.13940 -0.5128
C 0.83396 -2.26142 -0.94365 -0.6108
C 0.58135 0.97484 0.96689 0.1156
C 0.25085 -0.34163 0.61002 0.1038
C -1.57062 1.74248 1.44646 0.1375
H 1.78010 -1.74916 0.97044 0.3052
H 0.08946 -2.88816 -0.45745 0.2158
H 1.60235 1.31946 0.91014 0.2363
H -2.16644 2.48573 1.96451 0.2220
H -1.56116 -0.02752 -1.85836 0.4631
H -0.74842 -0.74333 0.74340 0.2179
H 1.70531 -2.75386 -1.35950 0.2459
H -0.18704 0.51611 -2.21882 0.4641
H -2.13606 0.92807 0.98412 0.1707
H 0.33460 -1.73920 -1.76020 0.2570
H 2.11240 -0.65368 -0.26358 0.2433
```

Properties
E_HOMO (spin up / spin down) = -0.553 / -0.561 Eh
total charge = +1
total energy = -326.7201 Eh
M = 101.1 g/mol
Kohn-Sham gap (spin up / spin down) = 0.333 / 0.253 Eh
LUMO energy (spin up / spin down) = -5.97 / -8.39 eV
2S+1 = 2
energy above the lowest of the compared OMol25 structures with the same formula, charge and spin = 65.3 kcal per mole
⟨S²⟩ = 0.7604

# 2
C2H8NS | ωB97M-V with the def2-TZVPD basis set

XYZ file:
```
12
Properties=species:S:1:pos:R:3:nbo_charge:R:1
S -1.48564 1.50579 -0.68228 0.0576
N -0.71079 -0.51159 1.05137 -0.7403
C -0.21884 0.25146 -0.32319 -0.1546
C 1.25451 0.53179 -0.03574 -0.6472
H 0.06248 -0.95151 1.42054 0.4227
H 1.62054 1.07150 -0.80347 0.2605
H -0.93602 2.63040 -0.05909 0.1578
H -0.49643 -0.70143 -1.51380 0.2892
H -1.03061 0.24809 1.78709 0.4521
H 1.71001 -0.45335 -0.03229 0.2326
H 1.26322 0.89202 0.91313 0.2140
H -1.54190 -1.10372 0.90475 0.4557
```

Properties
E_HOMO = -0.527 Eh
total charge = +1
total energy = -533.5908 Eh
M = 78.2 g/mol
Kohn-Sham gap = 0.388 Eh
LUMO energy = -3.77 eV
energy above the lowest of the compared OMol25 structures with the same formula, charge and spin = 56.0 kcal per mole

# 3
C3H6N2O | ωB97M-V with the def2-TZVPD basis set

XYZ file:
```
12
Properties=species:S:1:pos:R:3:nbo_charge:R:1
O 1.14540 0.20033 1.31939 -0.6914
N -1.85606 -1.10992 0.29068 -0.7365
N 1.92804 -0.20309 -1.96021 -0.3320
C 1.66108 0.38805 -1.00190 0.2541
C 1.26866 1.09312 0.24206 -0.1818
C -1.47870 -0.06438 -0.40711 -0.1232
H -2.13892 -0.98792 1.25684 0.3826
H -1.93469 -2.06774 -0.04904 0.3747
H 2.03483 1.82799 0.49850 0.2190
H 0.32194 1.60314 0.03739 0.2414
H -1.24764 -0.43184 -1.42460 0.1199
H 0.29606 -0.24774 1.19800 0.4733
```

Properties
E_HOMO = -0.338 Eh
total charge = 0
total energy = -302.5540 Eh
M = 86.1 g/mol
Kohn-Sham gap = 0.360 Eh
LUMO energy = 0.60 eV
energy above the lowest of the compared OMol25 structures with the same formula, charge and spin = 87.3 kcal per mole

# 4
C25H26N2O2 | ωB97M-V with the def2-TZVPD basis set

XYZ file:
```
55
Properties=species:S:1:pos:R:3:nbo_charge:R:1
O 0.38052 0.07133 -3.96563 -0.5315
O -1.47597 -0.36169 -2.70713 -0.6812
N -1.71135 2.30625 -0.02457 -0.3065
N 0.33765 -1.48751 -0.85154 -0.4295
C 3.48294 -1.50737 0.99430 -0.2439
C -3.50031 2.05139 3.21590 -0.2012
C -0.28079 -0.49385 -2.92748 0.6958
C -2.82964 -0.16932 2.50651 -0.1697
C -2.29649 1.75753 1.13110 0.1668
C 0.68324 -1.20212 -2.06505 -0.2379
C 2.63610 0.28308 -0.40892 -0.2371
C -0.51130 -3.83291 3.47061 -0.2568
C -0.55064 -3.15225 1.14852 -0.2552
C -1.06512 -3.93286 2.18471 -0.2073
C -0.84876 1.65563 -0.78992 0.0760
C -2.26170 0.36900 1.35100 -0.2268
C 2.40506 -0.90894 0.30293 0.0125
C -2.92145 2.60080 2.06891 -0.2493
C 3.91710 0.82656 -0.48506 -0.2061
C 0.53745 -2.28966 1.37256 0.0163
C 4.75842 -0.94754 0.93673 -0.2104
C 1.08907 -1.55834 0.24229 0.0640
C -2.00671 3.68849 -0.41136 -0.4210
C 0.51515 1.39294 -5.89505 -0.6227
C 0.51238 -2.91027 3.72469 -0.2201
C 1.01536 -2.12123 2.69140 -0.2520
C 4.98127 0.21068 0.18309 -0.2376
C -3.46673 0.66910 3.43091 -0.1929
C -0.42810 0.92627 -4.82014 -0.0651
H -0.96613 -3.20382 0.14271 0.2382
H -1.94399 3.75698 -1.50029 0.2297
H -3.93982 0.23984 4.31374 0.2250
H -3.01882 3.94714 -0.09372 0.2305
H -2.77430 -1.24539 2.67263 0.2442
H -0.54853 0.64505 -0.52983 0.2754
H -3.97364 2.71181 3.94309 0.2243
H -1.26015 0.34972 -5.24576 0.1935
H -1.88092 -4.62687 1.97530 0.2091
H 5.97849 0.64379 0.12836 0.2091
H -1.29486 4.40311 0.02021 0.2262
H -0.88317 -4.47017 4.27367 0.2071
H 5.57578 -1.42549 1.47750 0.2109
H 1.78639 -1.37467 2.88976 0.2155
H 1.65054 -1.45318 -2.52478 0.1783
H -2.93893 3.67961 1.90346 0.2171
H -1.79800 -0.28834 0.61459 0.2567
H 4.06915 1.73166 -1.07194 0.2048
H 3.30920 -2.42549 1.55916 0.2213
H 1.80448 0.79491 -0.89240 0.1974
H 0.84280 0.54670 -6.50707 0.2162
H -0.43923 2.19645 -1.64569 0.2139
H 0.02041 2.11680 -6.54072 0.2068
H -0.81117 1.77170 -4.23175 0.1592
H 1.40639 1.85665 -5.46269 0.2112
H 0.93137 -2.81169 4.72820 0.2085
```

Properties
E_HOMO = -0.187 Eh
total charge = 0
total energy = -1228.1102 Eh
M = 386.5 g/mol
Kohn-Sham gap = 0.133 Eh
LUMO energy = -1.46 eV
energy above the lowest of the compared OMol25 structures with the same formula, charge and spin = 99.5 kcal per mole

# 5
C4H10O2 | ωB97M-V with the def2-TZVPD basis set

XYZ file:
```
16
Properties=species:S:1:pos:R:3:nbo_charge:R:1
O -0.46771 1.87624 0.97013 -0.7255
O 0.99636 0.91455 -0.88667 -0.6233
C 0.42232 -0.13597 -0.63255 0.6432
C -1.53233 1.15564 0.38505 -0.0649
C 1.14197 -1.44347 -0.82095 -0.7222
C -1.07289 -0.13452 -0.36662 -0.5575
H 0.21191 1.89615 0.25611 0.4948
H -1.50779 -0.14606 -1.37437 0.2422
H 0.67238 -0.23233 1.35919 -0.0926
H -2.04984 1.82881 -0.30307 0.1743
H 2.21365 -1.31060 -0.65662 0.2447
H -1.40281 -1.05288 0.13421 0.2245
H 0.37335 0.45571 1.49897 0.1024
H -2.22473 0.89258 1.19234 0.1883
H 0.98154 -1.69477 -1.87517 0.2445
H 0.76242 -2.26273 -0.20572 0.2271
```

Properties
E_HOMO = -0.364 Eh
total charge = 0
total energy = -308.8143 Eh
M = 90.1 g/mol
Kohn-Sham gap = 0.398 Eh
LUMO energy = 0.91 eV
energy above the lowest of the compared OMol25 structures with the same formula, charge and spin = 52.6 kcal per mole

# 6
F8KN4NaO16S8 | ωB97M-V with the def2-TZVPD basis set

XYZ file:
```
38
Properties=species:S:1:pos:R:3:mulliken_charge:R:1
K -0.51381 -0.85620 0.10883 1.2320
S -2.09036 0.43407 3.11796 0.9682
S 3.04169 0.55034 -1.66238 0.9381
S 0.20843 0.61050 3.65676 0.9775
S 4.41498 2.47126 -1.23189 1.1253
S -0.64113 3.36623 -2.03820 0.9387
S -2.38376 -4.34292 -0.14272 0.9549
S -2.63175 2.07072 -1.86566 0.9571
S 0.16153 -4.49857 -0.25604 0.9520
Na -0.47831 -2.60008 2.35385 1.1443
F -0.08747 4.73064 -1.44931 -0.3084
F -4.13227 2.32497 -1.30316 -0.3223
F 5.88328 2.93440 -0.68839 -0.3476
F 3.50377 -0.98058 -2.01151 -0.3403
F -3.30806 -3.12444 0.35090 -0.2151
F 1.18436 -3.25772 -0.60990 -0.2580
F -3.14487 -0.54433 2.41052 -0.2960
F 1.54659 0.13904 2.91772 -0.2460
O 3.57894 2.92684 -0.14923 -0.5547
O -2.55551 -4.45094 -1.55692 -0.4920
O 0.38728 0.03632 4.95146 -0.6219
O 2.52800 0.93156 -2.95791 -0.5167
O 0.21497 2.03004 3.52110 -0.4820
O 2.14191 0.32047 -0.55633 -0.3255
O -2.24954 1.64470 2.34353 -0.5225
O 4.37976 3.09436 -2.51855 -0.5877
O 0.94732 -5.24433 0.68447 -0.6332
O -2.74393 -5.48016 0.66536 -0.5834
O -2.60050 0.33801 4.47637 -0.6445
O -2.18822 0.84015 -1.26645 -0.5212
O -2.92278 2.04759 -3.27970 -0.5929
O -0.68578 3.64962 -3.44416 -0.5996
O 0.01409 -5.03376 -1.59116 -0.5435
O 0.35261 2.44787 -1.54366 -0.2560
N -2.03761 3.44716 -1.24699 -0.3968
N -0.84602 -0.38191 2.73152 -0.2779
N 4.67108 0.92976 -1.23131 -0.4019
N -0.91892 -3.52070 0.31118 -0.3005
```

Properties
E_HOMO = -0.171 Eh
total charge = -2
total energy = -6169.6576 Eh
M = 782.6 g/mol
Kohn-Sham gap = 0.267 Eh
LUMO energy = 2.61 eV
energy above the lowest of the compared OMol25 structures with the same formula, charge and spin = 68.9 kcal per mole